(1)
Computed, not measured: C10H25NO8Sr as an isolated structure, with ωB97M-V/def2-TZVPD.

Last column: Löwdin charge in e.
Positions of all 45 atoms, in Å:
Sr -24.77325 -7.89039 4.14791  1.58
C -25.43729 -6.13705 8.29290  -0.02
C -25.39098 -6.63528 6.87361  -0.78
O -25.61589 -5.90372 5.91271  -0.07
O -25.14055 -7.86370 6.70055  -0.17
H -24.55504 -5.60599 8.65025  0.08
H -25.69834 -6.94876 8.97193  0.07
H -26.27802 -5.44781 8.37182  0.07
C -22.82435 -10.14260 0.86932  -0.01
C -23.83338 -9.33061 1.62508  -0.86
O -23.81636 -8.11700 1.51432  -0.08
O -24.63900 -9.86859 2.38439  -0.11
H -21.86376 -9.82928 1.27824  0.06
H -22.73380 -9.98265 -0.20506  0.08
H -23.07501 -11.18470 1.06757  0.08
C -24.71991 -10.92502 5.84449  -0.08
O -23.81678 -10.15363 5.03801  -0.29
C -22.47295 -10.23265 5.44546  -0.23
C -21.59686 -9.28858 4.71574  -0.17
N -22.16862 -7.90397 4.77346  -0.11
C -21.41260 -7.02762 3.83329  -0.17
C -22.06439 -5.63853 3.88168  -0.16
O -23.47689 -5.69256 3.41697  -0.31
C -24.21768 -4.41242 3.43413  -0.05
H -24.47121 -11.97007 5.65975  0.09
H -25.77699 -10.85922 5.58690  0.07
H -24.73512 -10.73435 6.91758  0.09
H -22.09842 -11.25515 5.39749  0.13
H -22.45784 -10.12132 6.52966  0.13
H -21.62942 -9.60661 3.67368  0.12
H -20.55948 -9.31428 5.04928  0.13
H -21.96875 -7.65996 5.73295  0.12
H -21.34345 -7.46353 2.83665  0.12
H -20.38479 -7.00146 4.19528  0.12
H -21.52386 -4.86254 3.33967  0.12
H -21.92260 -5.25569 4.89234  0.12
H -25.21722 -4.62202 3.05325  0.07
H -23.78417 -3.67218 2.76166  0.09
H -24.17157 -4.16081 4.49369  0.09
O -26.33452 -6.74791 2.35467  -0.10
H -26.06937 -6.37733 1.51289  0.06
H -27.27109 -6.55979 2.41537  0.06
O -27.02076 -9.06106 4.57734  -0.11
H -27.77568 -9.26308 4.02462  0.07
H -27.36153 -9.09598 5.47115  0.06

Atoms 1-2, force components in eV/Å:
-0.04 0.03 -0.59
-1.03 0.34 0.58

Results
HOMO level = -8.0 eV
energy relative to the best compared isomer or geometry (same formula, charge and spin) = 0.0 kJ/mol
charge = 0
HOMO-LUMO gap = 8.1401 eV

=====

(2)
Computed, not measured: a 2-piece molecular cluster, C4H12 overall, with ωB97M-V/def2-TZVPD.

Last column: Löwdin charge in e.
Positions of all 16 atoms, in Å:
C -1.09093 -1.23378 0.25667  -0.23
C -1.94495 -1.16476 1.48687  -0.19
H -0.06951 -1.14013 0.39402  0.01
H -1.08975 -2.10717 -0.47608  0.09
H -1.39626 -0.33407 -0.38259  0.09
H -1.96768 -2.24260 1.88206  0.09
H -3.01049 -0.79987 1.35810  0.07
H -1.57006 -0.21654 1.99909  0.09
C 1.43668 1.01599 -1.49477  -0.21
C 1.56684 1.27786 -0.03959  -0.19
H 0.39069 1.43924 -1.84629  0.11
H 2.35327 1.53048 -1.96782  0.09
H 1.61465 0.02843 -1.82524  0.04
H 0.69419 0.89838 0.32939  -0.01
H 2.50426 0.71000 0.18862  0.10
H 1.57905 2.33853 0.13758  0.07

Atoms 1-2, force components in eV/Å:
-2.02 0.83 -3.89
-0.91 -0.01 0.38

Results
HOMO level = -11.1 eV
energy relative to the best compared isomer or geometry (same formula, charge and spin) = 157.4 kJ/mol
charge = 0
HOMO-LUMO gap = 12.1702 eV